Record 1
C12H14AuBr4O4S as an isolated structure at a distorted geometry. Source: the OMol25 dataset; level of theory: ωB97M-V/def2-TZVPD.

Results
Gap between HOMO and LUMO (spin up / spin down) ... 5.3 / 5.4 eV
Net charge ... +1
LUMO energy (spin up / spin down) ... -6.22 / -6.17 eV
Spin multiplicity ... 1

The geometry in XYZ format:
```
36
Properties=species:S:1:pos:R:3:forces:R:3
Au -0.0004 0.3490 0.0275 0.16 1.32 -0.27
Br -2.7901 -5.5009 3.2126 0.10 0.35 -0.15
C -2.4649 -3.9852 2.1555 2.02 0.23 1.71
C -3.3003 -3.7147 1.0537 -0.82 1.26 -2.21
Br -4.6912 -4.8832 0.6125 0.22 0.27 0.14
C -3.0517 -2.6041 0.2526 -1.55 -1.58 -0.17
Br -4.1149 -2.2160 -1.2409 0.08 0.03 0.09
C -1.9684 -1.7349 0.4889 0.05 2.18 -2.20
O -1.7586 -0.7411 -0.2714 -0.55 -1.81 1.70
C -1.0647 -2.0297 1.6118 2.55 1.45 0.95
O -0.0478 -1.3315 1.7991 -1.98 -1.56 -0.09
C -1.3853 -3.1576 2.4248 -0.75 -1.92 0.97
Br -0.1916 -3.5297 3.8160 -0.09 0.12 -0.08
C 3.7954 2.1650 1.3424 -0.42 -0.14 -0.11
C 2.8498 1.2170 0.6281 0.62 -0.03 0.12
O 1.5399 1.7972 0.4782 -0.18 0.30 -0.10
H 4.7451 1.6666 1.5120 0.14 -0.02 -0.01
H 3.3741 2.4504 2.3030 0.02 0.04 0.09
H 3.9728 3.0622 0.7553 0.07 0.11 -0.07
H 2.6949 0.3193 1.2262 -0.03 -0.01 -0.09
H 3.2263 0.9332 -0.3589 -0.06 -0.06 0.10
H 1.5921 2.5667 -0.1054 -0.07 -0.10 0.09
O 1.3584 -1.0174 -1.3295 0.18 0.20 -0.28
S 1.5240 -2.4744 -0.9907 0.56 -0.22 -0.69
C 3.3473 -2.7448 -0.9509 -0.44 -0.29 -0.05
C 3.7510 -3.2731 -2.3154 0.01 -0.17 -0.12
C 2.6080 -4.1716 -2.7797 0.18 0.01 -0.17
C 1.3416 -3.3543 -2.6025 0.04 -0.21 0.56
H 3.5195 -3.4794 -0.1697 0.11 -0.09 0.14
H 3.8120 -1.8021 -0.6808 -0.12 0.13 0.12
H 4.6833 -3.8302 -2.2534 0.11 0.06 -0.02
H 3.8884 -2.4534 -3.0213 0.01 0.04 0.02
H 2.5764 -5.0781 -2.1704 -0.03 -0.01 -0.05
H 2.7337 -4.4674 -3.8228 -0.05 -0.06 0.07
H 0.4343 -3.9509 -2.5605 -0.08 0.00 -0.06
H 1.2457 -2.5786 -3.3596 -0.03 0.18 0.11
```
Positions in Å, forces in eV/Å.

Here are the Mulliken charges for atoms 1 to 5, given in e: Au 0.729; Br -0.057; C 0.122; C 0.243; Br -0.038

=====

Record 2
A 3-piece molecular cluster, C12H14B2NO5PS overall. Source: the OMol25 dataset; level of theory: ωB97M-V/def2-TZVPD.

Results
Gap between HOMO and LUMO ... 6.9 eV
SMILES ... O=C1C=CC(=O)C=C1.O=C1C=CC(=O)C=C1.NB(O)B[PH2]=S
Net charge ... 0
LUMO energy ... -1.95 eV
Spin multiplicity ... 1

The geometry in XYZ format:
```
36
Properties=species:S:1:pos:R:3:forces:R:3
N 4.7747 -4.4983 -0.0028 -0.42 -0.14 0.48
B 4.3034 -3.1640 0.2401 -0.13 0.08 -0.12
O 5.1790 -2.1220 0.0568 0.18 -0.24 0.25
B 2.7086 -2.8884 0.7876 0.18 -0.20 -0.08
P 1.1734 -3.3808 -0.1793 -0.10 0.26 -0.16
S 1.2112 -5.2561 0.3995 0.16 -0.01 0.19
H 5.5209 -4.8424 0.5882 0.43 0.22 -0.47
H 4.0513 -5.2079 -0.0105 -0.03 0.12 0.08
H 4.8730 -1.2589 0.3522 -0.16 0.09 0.01
H 2.4649 -2.4835 1.8818 -0.03 -0.07 -0.01
H 1.2559 -3.1559 -1.5629 -0.07 0.01 -0.05
H 0.0247 -2.6462 0.1632 -0.08 -0.02 -0.08
C 0.6243 0.9803 -0.7341 0.04 0.10 0.01
C 1.7265 0.4352 -0.2303 0.08 -0.13 0.05
C 2.8246 1.2626 0.3249 0.08 -0.05 0.04
O 3.8394 0.7564 0.7625 -0.03 -0.12 -0.07
C 2.6488 2.7343 0.3272 -0.04 -0.01 -0.02
C 1.5466 3.2880 -0.1688 -0.05 0.02 -0.03
C 0.4517 2.4584 -0.7388 -0.01 -0.09 0.00
O -0.5521 2.9695 -1.1872 0.11 0.09 -0.01
H -0.1983 0.4037 -1.1343 -0.02 0.02 0.02
H 1.8842 -0.6397 -0.1862 0.00 0.15 -0.06
H 3.4635 3.3123 0.7442 0.00 -0.01 0.00
H 1.3872 4.3587 -0.1884 -0.01 0.00 0.00
C -3.6384 2.3235 -0.4759 -0.04 -0.05 0.03
C -4.8117 2.9403 -0.3589 -0.04 0.01 0.01
C -6.0292 2.2212 0.0975 0.02 -0.02 0.00
O -7.0959 2.7864 0.2017 0.05 -0.02 -0.01
C -5.8890 0.7764 0.4232 -0.02 0.04 -0.01
C -4.7189 0.1558 0.3084 0.02 0.02 -0.01
C -3.5053 0.8804 -0.1488 0.00 0.00 0.00
O -2.4405 0.3031 -0.2485 -0.04 0.00 0.01
H -2.7380 2.8252 -0.8062 -0.02 -0.05 -0.01
H -4.9443 3.9903 -0.5882 0.00 -0.01 0.00
H -6.7907 0.2764 0.7537 0.00 0.00 0.00
H -4.5855 -0.8939 0.5375 0.00 0.00 0.00
```
Positions in Å, forces in eV/Å.

Here are the Mulliken charges for atoms 1 to 5, given in e: N -0.528; B 0.417; O -0.586; B 0.224; P 0.086

=====

Record 3
C12H14BrIN2Ru as an isolated structure at a distorted geometry. Source: the OMol25 dataset; level of theory: ωB97M-V/def2-TZVPD.

Results
Expectation value of S² ... 6.060
Gap between HOMO and LUMO (spin up / spin down) ... 6.0 / 2.7 eV
Net charge ... +2
LUMO energy (spin up / spin down) ... -9.01 / -12.77 eV
Spin multiplicity ... 5

The geometry in XYZ format:
```
31
Properties=species:S:1:pos:R:3:forces:R:3
C 0.5898 0.8581 5.3491 0.20 1.42 0.30
C 0.3962 -0.6123 5.4219 -0.20 -1.34 0.09
H 1.5280 1.1340 5.8460 -0.29 0.19 -0.12
H -0.2264 1.3995 5.8414 0.26 0.03 -0.13
H 0.6554 1.2211 4.3252 -0.01 0.13 -0.14
H 0.3034 -1.0678 4.4340 0.20 -0.14 -0.02
H 1.2363 -1.0619 5.9548 -0.19 -0.30 -0.18
H -0.5166 -0.8920 5.9457 0.03 0.00 0.13
C 0.0019 2.4640 -0.8566 -0.24 -2.20 0.43
C 0.1317 3.3966 -1.8641 0.10 0.90 -1.05
C 0.0616 2.9663 -3.1884 0.07 0.15 -0.21
C -0.1315 1.6164 -3.4700 -0.03 -0.10 -0.67
H 0.0490 2.6665 0.2120 -0.02 0.35 -0.26
H 0.3090 4.4347 -1.5907 -0.09 -0.12 -0.24
H 0.1797 3.6910 -3.9938 -0.07 -0.26 0.14
H -0.1695 1.2129 -4.4772 -0.02 0.41 -0.06
N -0.1551 1.1639 -1.1474 0.45 1.27 1.39
C -0.2409 0.6915 -2.4218 0.09 -0.63 0.98
C -0.3665 -0.7568 -2.4290 0.31 0.50 0.84
N -0.3295 -1.2528 -1.1644 -0.05 -1.37 1.32
C -0.4617 -2.5547 -0.8756 0.27 2.17 0.17
C -0.5496 -3.0341 -3.2114 0.02 -0.29 -0.11
C -0.5761 -3.4856 -1.8908 -0.15 -0.56 -1.06
H -0.4465 -2.7660 0.1897 -0.02 -0.38 -0.18
H -0.6628 -4.5310 -1.6202 -0.02 -0.03 -0.25
C -0.4458 -1.6730 -3.4883 -0.07 0.10 -0.49
H -0.4019 -1.2644 -4.4908 -0.10 -0.38 -0.13
H -0.5986 -3.7623 -4.0180 -0.02 0.24 0.07
Ru 0.1550 -0.0745 0.4556 -1.07 0.25 -1.05
I 2.6492 -0.0557 0.6701 0.31 -0.02 0.30
Br -1.9671 -0.0717 1.5529 0.34 0.00 0.22
```
Positions in Å, forces in eV/Å.

Here are the Mulliken charges for atoms 1 to 5, given in e: C -0.683; C -0.671; H 0.284; H 0.266; H 0.121

=====

Record 4
One molecule with the formula C12H14Cl2 at a distorted geometry. Source: the OMol25 dataset; level of theory: ωB97M-V/def2-TZVPD.

Results
Gap between HOMO and LUMO ... 10.0 eV
SMILES ... CC1(C)c2ccccc2[C@@](C)(Cl)[C@H]1Cl
Net charge ... 0
LUMO energy ... 0.71 eV
Spin multiplicity ... 1

The geometry in XYZ format:
```
28
Properties=species:S:1:pos:R:3:forces:R:3
C 2.9798 -0.6730 0.3719 -1.21 1.07 0.65
C 2.5186 -1.9693 0.2062 1.54 -1.70 0.22
C 1.9844 0.3511 0.5261 0.46 -3.54 -0.86
C 1.1577 -2.2095 0.1058 -0.43 -3.20 -0.81
C 0.6383 0.0847 0.3960 0.74 -0.91 -0.35
C 0.2202 -1.2307 0.1326 -0.08 1.37 -0.06
C -1.6187 0.1872 -0.4720 1.66 0.70 0.17
C -0.4729 1.0313 0.4940 -3.53 -0.09 -1.41
C -1.2487 -1.3199 -0.1814 -0.13 0.63 -1.23
C -0.2367 2.4000 -0.1197 -2.19 2.65 -1.53
C -1.0237 1.1105 1.9800 2.31 -1.00 -1.97
C -1.5640 -2.1591 -1.4529 -0.84 2.15 0.73
Cl -3.3234 0.5861 -0.2401 -0.10 0.12 0.40
Cl -2.0845 -2.0362 1.2449 -0.13 0.04 -0.13
H 4.0216 -0.3303 0.4845 -0.53 -0.71 -0.21
H 3.1714 -2.9265 0.1837 -0.80 2.08 -0.06
H 2.3619 1.2748 0.6751 0.77 3.14 0.54
H 0.8390 -3.3013 -0.0835 0.45 1.82 0.38
H -1.5201 0.4200 -1.6056 0.59 -0.46 2.06
H 0.4396 3.0407 0.4820 -0.05 -0.50 -0.51
H -1.2373 3.1068 -0.2277 1.99 -2.04 0.88
H 0.0085 2.4178 -1.2356 0.45 -0.48 1.59
H -0.2366 0.5891 2.5658 -0.65 1.10 0.36
H -1.9084 0.5594 2.0626 -1.31 -0.84 0.19
H -1.2535 2.1307 2.0966 0.10 1.22 1.14
H -2.6799 -2.2876 -1.4461 1.14 -0.29 -0.33
H -0.9878 -3.0480 -1.3088 -0.05 -0.84 -0.72
H -1.2632 -1.4856 -2.3210 -0.18 -1.46 0.85
```
Positions in Å, forces in eV/Å.

Here are the Mulliken charges for atoms 1 to 5, given in e: C -0.689; C -0.540; C -0.526; C -0.158; C -0.500

=====

Record 5
A 4-piece molecular cluster, C12H14Cl3N2 overall at a distorted geometry. Source: the OMol25 dataset; level of theory: ωB97M-V/def2-TZVPD.

Results
Expectation value of S² ... 0.752
Gap between HOMO and LUMO (spin up / spin down) ... 10.5 / 5.8 eV
Energy above the lowest of the compared OMol25 structures with the same formula, charge and spin ... 0.000 eV
Net charge ... 0
LUMO energy (spin up / spin down) ... 0.75 / -3.92 eV
Spin multiplicity ... 2

The geometry in XYZ format:
```
31
Properties=species:S:1:pos:R:3:forces:R:3
Cl 0.3000 -2.1686 -1.5049 0.01 -0.05 0.07
Cl -1.1455 -1.8741 -5.7630 0.10 -0.18 0.37
C -0.6566 -0.4300 -4.8052 0.34 -0.06 -1.08
C -1.5918 0.6883 -5.2731 -0.37 -1.26 -0.47
Cl -1.3647 2.0874 -4.3203 0.26 1.68 1.21
H 0.3901 -0.2756 -5.0671 -0.14 0.38 -0.22
H -0.6219 -0.6376 -3.7357 -0.79 0.00 -0.09
H -2.6310 0.3675 -5.1994 0.08 -0.10 0.31
H -1.4895 0.9966 -6.3135 0.53 -0.44 0.00
N 0.5860 -2.0796 2.1685 1.36 0.36 0.41
C 1.3407 -1.0701 1.6275 -1.08 -1.39 0.74
C 2.6472 -0.8370 1.9831 0.68 -0.45 0.12
C 3.2897 -1.6819 2.8874 -0.97 0.34 -0.30
C 2.5320 -2.7001 3.4721 0.22 0.34 0.11
C 1.1938 -2.8520 3.1127 0.08 1.15 -1.52
H 0.8590 -0.4607 0.8771 -0.17 0.04 0.04
H 3.2470 -0.0618 1.5297 -0.24 0.21 -0.17
H 4.3260 -1.4203 3.0427 0.14 -0.62 0.57
H 2.9205 -3.3628 4.2312 0.25 -0.04 -0.04
H 0.6167 -3.6609 3.5358 -0.21 0.04 0.04
N -1.9388 0.4400 0.9831 0.64 2.11 0.88
C -1.0714 1.0787 0.1392 -2.16 -1.80 0.04
C -0.6398 2.3773 0.2175 0.74 -0.58 0.64
C -0.9527 3.0415 1.3782 0.57 -0.07 0.24
C -1.7438 2.4091 2.3405 0.01 1.84 -0.40
C -2.2857 1.1798 2.1005 0.77 -1.46 -1.71
H -0.8198 0.4873 -0.7288 0.19 -0.16 -0.13
H 0.1154 2.6821 -0.4919 -0.24 0.49 -0.13
H -0.4486 3.9782 1.5649 -0.39 0.31 0.21
H -2.0119 3.0252 3.1860 -0.07 -0.38 0.40
H -2.9507 0.7339 2.8253 -0.11 -0.26 -0.13
```
Positions in Å, forces in eV/Å.

Here are the Mulliken charges for atoms 1 to 5, given in e: Cl -0.024; Cl -0.216; C 0.045; C -0.449; Cl -0.186

=====

Record 6
One molecule with the formula C12H14ClN3O at a distorted geometry. Source: the OMol25 dataset; level of theory: ωB97M-V/def2-TZVPD.

Results
Gap between HOMO and LUMO ... 9.3 eV
Energy above the lowest of the compared OMol25 structures with the same formula, charge and spin ... 0.119 eV
SMILES ... CCCNCc1nnc(-c2ccccc2Cl)o1
Net charge ... 0
LUMO energy ... 0.32 eV
Spin multiplicity ... 1

The geometry in XYZ format:
```
31
Properties=species:S:1:pos:R:3:forces:R:3
C -4.2629 -1.5772 -1.5079 -0.01 0.07 0.23
C -3.8972 -0.7351 -0.2931 0.24 0.07 -0.19
C -2.7789 0.2598 -0.6258 -0.30 -0.09 0.04
N -2.4333 1.1955 0.4314 -0.10 0.30 0.13
H -3.2595 1.7202 0.7024 0.15 0.00 -0.03
C -1.8387 0.5995 1.6192 -0.03 0.15 -0.03
C -0.5492 -0.0504 1.2707 -0.21 -0.49 0.25
N -0.2924 -1.3182 1.2562 -1.46 0.47 0.43
N 0.9869 -1.4606 0.8757 1.23 0.17 -0.43
C 1.4637 -0.2694 0.6704 -0.47 -0.72 0.19
C 2.7897 0.1200 0.2434 0.32 0.27 -0.11
C 3.8194 -0.8079 0.0528 -0.12 0.30 0.01
C 5.0747 -0.3801 -0.3551 -0.05 -0.01 0.01
C 5.3148 0.9634 -0.5773 -0.05 0.00 0.02
C 4.3014 1.8923 -0.3931 0.03 0.04 -0.01
C 3.0519 1.4732 0.0136 0.01 -0.13 0.01
H 2.2549 2.1865 0.1581 -0.04 0.06 0.00
H 4.4869 2.9410 -0.5667 0.01 0.09 -0.02
H 6.2946 1.2857 -0.8948 0.09 0.01 -0.03
H 5.8554 -1.1103 -0.4949 0.06 -0.09 -0.01
Cl 3.5570 -2.4811 0.3224 0.45 -0.34 -0.08
O 0.5231 0.6795 0.9112 0.16 0.18 -0.09
H -2.4647 -0.1624 2.1076 0.20 0.08 -0.03
H -1.6412 1.4083 2.3293 -0.07 -0.13 0.03
H -1.8748 -0.2917 -0.8961 -0.03 0.01 -0.13
H -3.0753 0.8632 -1.4891 0.06 -0.12 -0.05
H -3.5701 -1.3945 0.5128 -0.05 0.02 0.09
H -4.7772 -0.1837 0.0513 0.01 0.01 0.08
H -5.0567 -2.2780 -1.2612 -0.06 -0.09 -0.07
H -3.3988 -2.1430 -1.8481 0.06 -0.10 -0.09
H -4.6034 -0.9446 -2.3252 -0.04 0.02 -0.12
```
Positions in Å, forces in eV/Å.

Here are the Mulliken charges for atoms 1 to 5, given in e: C -1.349; C -0.043; C -0.771; N -0.378; H 0.272

=====

Record 7
A 2-piece molecular cluster, C12H14ClO3S2 overall at a distorted geometry. Source: the OMol25 dataset; level of theory: ωB97M-V/def2-TZVPD.

Results
Gap between HOMO and LUMO ... 5.1 eV
Net charge ... -1
LUMO energy ... 2.58 eV
Spin multiplicity ... 1

The geometry in XYZ format:
```
32
Properties=species:S:1:pos:R:3:forces:R:3
C 0.6644 3.5047 -3.8193 0.36 0.38 0.51
C 0.4368 2.6717 -2.5406 -0.07 -0.16 0.19
C 0.6073 1.1671 -2.7759 0.70 -0.27 -0.18
O 1.5194 0.5358 -2.2735 -0.63 0.60 -0.74
C -0.3015 0.5642 -3.8699 0.20 0.02 0.85
C -0.0901 1.2249 -5.2340 -0.08 -0.67 -0.29
S -0.2379 3.0113 -5.2915 -0.50 0.15 0.12
H 0.2682 4.5110 -3.5835 0.55 -0.28 -0.34
H 1.7462 3.5497 -4.0544 -0.54 0.11 0.20
H 1.1836 2.9896 -1.7943 -0.31 -0.23 -0.20
H -0.5640 2.8995 -2.1330 0.30 -0.29 -0.21
H -0.0590 -0.5076 -3.9420 -0.08 0.35 0.05
H -1.3575 0.6561 -3.5680 0.35 0.09 -0.02
H 0.8776 0.9148 -5.6729 -0.52 0.05 0.16
H -0.9362 0.8718 -5.8488 0.63 0.09 -0.20
Cl -1.0308 0.3267 -0.5343 -1.64 1.19 -0.83
C -0.2812 -0.8588 0.3545 1.90 -1.53 3.00
S 0.4267 -0.3838 1.8985 -1.75 -1.13 -2.28
C -0.0626 -1.5174 3.2496 0.37 0.29 -0.48
C -1.0966 -1.1216 4.0909 0.02 -0.46 0.30
C -1.3486 -1.8472 5.2550 0.12 -0.10 -0.28
C -0.5784 -2.9752 5.5496 0.01 -0.24 0.30
C 0.4393 -3.3864 4.6811 -0.28 0.23 -0.16
C 0.6996 -2.6491 3.5228 -0.41 -0.15 0.40
O 1.8672 -0.5331 1.8447 0.17 0.24 0.70
O -0.2105 0.8574 2.3035 0.71 0.67 0.17
H -0.4695 -1.9251 0.2257 -0.01 0.50 -0.19
H -1.6960 -0.2584 3.8435 0.15 0.13 -0.06
H -2.1516 -1.5177 5.9158 0.22 -0.19 -0.07
H -0.7768 -3.5456 6.4700 0.12 0.29 -0.47
H 1.0341 -4.2751 4.8918 -0.17 0.19 0.05
H 1.4782 -2.9541 2.8388 0.13 0.15 0.02
```
Positions in Å, forces in eV/Å.

Here are the Mulliken charges for atoms 1 to 5, given in e: C -0.598; C -0.535; C 0.360; O -0.603; C -0.552

=====

The highest spin multiplicity belongs to which entry? C12H14BrIN2Ru

=====

Which formula does entry 5 have? C12H14Cl3N2

=====

Repeat the sixth record exactly.
One molecule with the formula C12H14ClN3O at a distorted geometry. Source: the OMol25 dataset; level of theory: ωB97M-V/def2-TZVPD.

Results
Gap between HOMO and LUMO ... 9.3 eV
Energy above the lowest of the compared OMol25 structures with the same formula, charge and spin ... 0.119 eV
SMILES ... CCCNCc1nnc(-c2ccccc2Cl)o1
Net charge ... 0
LUMO energy ... 0.32 eV
Spin multiplicity ... 1

The geometry in XYZ format:
```
31
Properties=species:S:1:pos:R:3:forces:R:3
C -4.2629 -1.5772 -1.5079 -0.01 0.07 0.23
C -3.8972 -0.7351 -0.2931 0.24 0.07 -0.19
C -2.7789 0.2598 -0.6258 -0.30 -0.09 0.04
N -2.4333 1.1955 0.4314 -0.10 0.30 0.13
H -3.2595 1.7202 0.7024 0.15 0.00 -0.03
C -1.8387 0.5995 1.6192 -0.03 0.15 -0.03
C -0.5492 -0.0504 1.2707 -0.21 -0.49 0.25
N -0.2924 -1.3182 1.2562 -1.46 0.47 0.43
N 0.9869 -1.4606 0.8757 1.23 0.17 -0.43
C 1.4637 -0.2694 0.6704 -0.47 -0.72 0.19
C 2.7897 0.1200 0.2434 0.32 0.27 -0.11
C 3.8194 -0.8079 0.0528 -0.12 0.30 0.01
C 5.0747 -0.3801 -0.3551 -0.05 -0.01 0.01
C 5.3148 0.9634 -0.5773 -0.05 0.00 0.02
C 4.3014 1.8923 -0.3931 0.03 0.04 -0.01
C 3.0519 1.4732 0.0136 0.01 -0.13 0.01
H 2.2549 2.1865 0.1581 -0.04 0.06 0.00
H 4.4869 2.9410 -0.5667 0.01 0.09 -0.02
H 6.2946 1.2857 -0.8948 0.09 0.01 -0.03
H 5.8554 -1.1103 -0.4949 0.06 -0.09 -0.01
Cl 3.5570 -2.4811 0.3224 0.45 -0.34 -0.08
O 0.5231 0.6795 0.9112 0.16 0.18 -0.09
H -2.4647 -0.1624 2.1076 0.20 0.08 -0.03
H -1.6412 1.4083 2.3293 -0.07 -0.13 0.03
H -1.8748 -0.2917 -0.8961 -0.03 0.01 -0.13
H -3.0753 0.8632 -1.4891 0.06 -0.12 -0.05
H -3.5701 -1.3945 0.5128 -0.05 0.02 0.09
H -4.7772 -0.1837 0.0513 0.01 0.01 0.08
H -5.0567 -2.2780 -1.2612 -0.06 -0.09 -0.07
H -3.3988 -2.1430 -1.8481 0.06 -0.10 -0.09
H -4.6034 -0.9446 -2.3252 -0.04 0.02 -0.12
```
Positions in Å, forces in eV/Å.

Here are the Mulliken charges for atoms 1 to 5, given in e: C -1.349; C -0.043; C -0.771; N -0.378; H 0.272